Formula: C48H56Cl5O3PbSe
Source: the OMol25 dataset
Level of theory: the ωB97M-V functional and the def2-TZVPD basis

Properties
**Strongest force on any atom**: 2.565 eV Å⁻¹
**Orbital gap**: 6.549 eV
**ΔE to the lowest compared entry with this formula, charge and spin**: 0.0 kcal per mole
**Electronic energy**: -190035.4035 eV
**LUMO level**: 2.1 eV

```
! RIJCOSX wB97M-V def2-TZVPD def2/J DEFGRID3
* xyz -1 1
Pb 13.654 13.292 14.030
C 6.882 13.339 18.265
C 7.886 14.464 18.300
C 8.527 14.493 19.701
C 7.147 15.819 18.128
C 8.936 14.314 17.187
C 10.253 14.028 17.500
C 11.259 14.166 16.568
Se 13.010 13.817 17.106
C 12.843 11.959 17.164
C 12.954 11.356 18.417
C 12.600 10.068 18.672
C 12.196 9.299 17.576
C 12.102 9.789 16.285
C 12.465 11.153 16.021
O 12.355 11.655 14.817
C 11.534 8.907 15.199
C 12.589 8.690 14.086
C 11.064 7.524 15.641
C 10.270 9.607 14.613
C 12.697 9.603 20.119
C 11.927 8.256 20.257
C 12.033 10.560 21.110
C 14.167 9.413 20.442
C 10.988 14.495 15.235
O 11.991 14.753 14.387
C 9.626 14.649 14.868
C 8.694 14.551 15.841
C 9.009 14.817 13.430
C 10.004 14.394 12.396
C 7.722 13.949 13.234
C 8.610 16.285 13.145
H 6.162 13.398 19.110
H 7.319 12.346 18.396
H 6.335 13.221 17.354
H 7.677 14.689 20.397
H 9.220 15.359 19.823
H 9.061 13.587 20.035
H 6.648 16.183 19.029
H 6.425 15.712 17.331
H 7.870 16.484 17.720
H 10.472 13.788 18.562
H 13.321 12.011 19.244
H 11.834 8.329 17.810
H 13.435 8.055 14.454
H 12.947 9.642 13.710
H 12.163 8.120 13.235
H 11.831 6.791 16.002
H 10.604 7.012 14.818
H 10.304 7.544 16.412
H 10.443 10.580 14.216
H 9.476 9.723 15.326
H 9.912 8.992 13.820
H 10.926 8.228 19.807
H 11.804 8.022 21.329
H 12.572 7.472 19.788
H 11.092 10.897 20.795
H 12.638 11.446 21.248
H 11.900 10.152 22.140
H 14.702 8.890 19.625
H 14.375 8.846 21.351
H 14.660 10.360 20.584
H 7.650 14.746 15.554
H 10.372 13.442 12.722
H 10.896 15.042 12.349
H 9.466 14.384 11.416
H 7.809 12.967 13.682
H 7.448 13.659 12.199
H 6.805 14.396 13.593
H 9.528 16.838 13.073
H 7.994 16.699 13.958
H 8.110 16.271 12.183
Cl 16.600 17.277 13.419
C 15.708 17.025 14.908
C 14.341 17.220 14.887
C 13.650 17.163 16.111
Cl 11.953 17.508 16.168
C 14.270 16.880 17.309
Cl 13.439 16.936 18.802
C 15.618 16.488 17.272
Cl 16.383 16.095 18.783
C 16.334 16.556 16.084
Cl 18.054 16.235 16.116
C 9.898 11.333 9.459
C 10.465 10.730 10.627
C 11.458 11.368 11.280
C 11.967 12.601 10.886
C 12.906 13.335 11.684
C 13.404 14.500 11.119
C 13.095 14.928 9.811
C 12.163 14.257 9.095
C 11.560 13.099 9.628
C 10.503 12.453 8.990
H 8.991 10.953 9.003
H 10.035 9.849 11.021
H 11.912 10.915 12.162
H 14.056 15.135 11.747
H 13.619 15.799 9.394
H 11.912 14.602 8.105
H 10.147 12.890 8.071
C 11.759 18.534 13.188
C 13.259 18.474 13.039
C 13.658 18.271 11.609
C 13.920 19.697 13.594
O 13.695 17.274 13.713
H 11.330 19.043 12.356
H 11.414 18.921 14.152
H 11.270 17.517 13.206
H 13.312 19.127 11.058
H 13.280 17.313 11.229
H 14.753 18.243 11.513
H 13.784 20.509 12.898
H 14.992 19.621 13.766
H 13.422 19.881 14.584
*
```